# C15H35CrN4O9P

C15H35CrN4O9P as an isolated structure at a distorted geometry (ωB97M-V/def2-TZVPD, OMol25).

strongest force on any atom	3.61	eV Å⁻¹
2S+1	5
highest occupied orbital energy (alpha / beta)	-5.6 / -6.7	eV
gap between HOMO and LUMO (alpha / beta)	5.26 / 6.29	eV
E_LUMO (alpha / beta)	-0.36 / -0.37	eV

```
65
Properties=species:S:1:pos:R:3:mulliken_spin:R:1
Cr 1.601 -0.011 0.095 3.44
P -1.562 0.358 -0.213 0.13
O 0.782 -2.826 0.858 0.04
O 4.572 0.108 2.378 0.00
O -3.008 0.974 0.085 -0.04
O 1.804 2.785 -0.531 -0.02
O 0.655 -1.139 2.719 0.04
O -1.864 -1.220 -0.394 -0.01
O 1.632 1.118 -2.464 0.02
O -1.211 0.898 -1.686 -0.03
O 3.479 -0.135 0.260 0.02
N 1.056 -0.105 2.015 -0.04
N 1.390 0.024 -1.736 -0.05
N 1.570 1.896 0.417 -0.12
N 1.013 -1.924 -0.111 0.06
C -1.205 1.879 -3.821 0.00
C 1.162 -1.270 -3.804 -0.01
C -3.401 1.399 1.429 -0.01
C 0.958 -2.264 -1.409 0.11
C -4.690 2.175 1.387 0.00
C -1.971 0.976 -2.884 0.00
C 0.548 -3.638 -1.777 0.00
C 1.039 1.112 2.617 0.05
C 1.294 2.218 1.727 0.11
C -2.809 -1.851 -1.263 0.00
C 1.199 -1.178 -2.327 0.20
C -3.294 -3.083 -0.537 0.00
C 4.359 -1.294 2.893 0.00
C 1.249 3.646 2.153 -0.01
C 0.592 1.167 4.036 0.01
H -3.639 -1.171 -1.503 0.00
H 0.424 3.794 2.866 0.00
H -3.914 -3.698 -1.201 0.00
H 2.053 -0.713 -4.157 0.01
H 3.461 -1.496 2.374 0.01
H -0.434 0.812 4.197 0.00
H -3.906 -2.775 0.323 0.00
H -0.176 1.512 -3.948 0.00
H 0.715 -2.177 1.741 0.01
H 1.191 4.295 1.280 0.00
H -2.610 2.047 1.819 0.00
H -2.962 1.384 -2.676 0.00
H 4.328 0.322 1.298 0.01
H 5.231 -1.969 2.751 0.00
H 5.147 0.833 2.838 0.00
H 3.988 -0.645 -0.364 0.01
H -2.312 -2.129 -2.202 0.00
H -5.504 1.602 0.941 0.00
H -2.096 -0.018 -3.329 0.00
H 0.656 2.191 4.397 0.00
H -1.164 2.894 -3.401 0.00
H 0.258 -0.724 -4.117 0.02
H -4.590 3.102 0.816 0.00
H 1.211 0.539 4.681 0.00
H 1.293 -4.167 -2.371 0.00
H 1.136 -2.326 -4.160 0.00
H -0.342 -3.672 -2.408 0.00
H 1.743 1.936 -1.686 0.01
H 0.315 -4.315 -0.958 0.00
H -2.442 -3.684 -0.185 0.00
H 3.991 -1.183 3.892 0.00
H -4.985 2.440 2.409 0.00
H 2.198 3.892 2.664 0.01
H -3.511 0.521 2.073 0.00
H -1.688 1.950 -4.805 0.00
```

# C31H38I2N7O3ReS5

C31H38I2N7O3ReS5 as an isolated structure at a distorted geometry (ωB97M-V/def2-TZVPD, OMol25).

strongest force on any atom	2.88	eV Å⁻¹
2S+1	2
highest occupied orbital energy (alpha / beta)	-8.5 / -8.5	eV
charge	+1
gap between HOMO and LUMO (alpha / beta)	3.40 / 3.45	eV
E_LUMO (alpha / beta)	-5.14 / -5.08	eV

```
87
Properties=species:S:1:pos:R:3:mulliken_spin:R:1
Re -0.472 0.150 -1.019 0.99
I -0.188 0.630 -7.867 0.01
I -4.922 -0.725 -5.027 0.01
S -1.369 -0.692 2.861 0.00
S -1.315 0.553 7.036 0.00
S 0.000 1.252 4.613 0.00
S -2.954 -1.649 5.853 0.00
S 0.614 2.825 7.061 0.00
O -0.585 -1.476 -3.432 0.00
O -3.500 0.153 -2.367 0.02
O -1.026 1.764 -2.274 -0.02
N -1.224 -2.611 0.447 0.00
N -1.163 3.167 0.419 0.00
N 0.404 1.472 0.210 0.01
N 0.467 -1.095 0.301 -0.08
N 0.874 0.037 -2.474 -0.07
N 1.003 3.742 -0.111 0.00
N 0.780 -3.088 1.550 0.00
C 0.281 0.244 -4.922 -0.04
C 0.882 -4.497 1.198 0.00
C 1.629 0.537 -5.122 0.06
C 2.920 -1.101 0.876 0.02
C 3.845 0.986 1.624 0.00
C 2.145 0.345 -2.755 0.02
C 1.701 -0.478 0.660 0.00
C -1.973 -3.632 1.189 0.00
C 2.658 1.635 1.313 0.00
C -0.192 1.620 6.292 0.00
C -1.154 -0.062 4.460 0.00
C -1.766 4.323 -0.255 0.00
C 1.400 -2.688 2.815 0.00
C -2.967 -0.122 -4.662 0.05
C -1.749 -0.395 5.620 0.00
C 2.546 0.555 -4.067 -0.05
C 0.088 2.811 0.176 0.00
C -2.685 0.205 -3.262 -0.07
C -1.269 0.670 -2.934 0.03
C -1.971 -3.122 5.485 0.00
C 3.999 -0.364 1.342 0.00
C 1.615 0.920 0.740 -0.02
C 0.329 -2.483 -3.889 0.00
C -0.731 0.249 -5.886 0.07
C -0.097 -0.143 -3.533 0.03
C 0.956 5.089 0.459 0.00
C 0.034 -2.257 0.782 0.01
C -2.002 -1.701 -0.341 0.04
C -2.129 2.264 1.063 0.03
C -2.128 -0.019 -5.743 -0.04
C 2.084 3.489 -1.061 0.00
H -1.156 4.630 -1.099 0.00
H 3.585 0.779 -4.264 0.00
H 3.043 3.363 -0.560 0.00
H 4.660 1.548 2.063 0.00
H 3.023 -2.163 0.696 0.00
H -2.238 -4.467 0.540 0.00
H 0.936 -3.249 3.628 0.00
H 2.148 4.342 -1.737 0.00
H 1.198 -2.539 -3.229 0.00
H -2.713 1.736 0.297 0.00
H 1.932 -4.761 1.045 0.00
H 1.232 -1.632 3.004 0.00
H 0.487 -5.138 1.990 0.00
H -2.155 -0.721 0.216 0.00
H -1.435 -2.961 4.548 0.00
H -1.909 5.159 0.428 0.00
H -2.737 4.010 -0.634 0.00
H -1.645 1.550 1.729 -0.02
H -1.377 -3.981 2.023 0.00
H 2.829 0.421 -1.916 0.00
H 1.982 0.776 -6.117 0.00
H -2.676 -3.947 5.372 0.00
H -0.213 -3.424 -3.869 0.00
H 0.311 5.103 1.333 0.00
H 0.613 5.829 -0.263 0.00
H 1.966 5.356 0.771 0.00
H 4.950 -0.853 1.510 0.00
H 0.341 -4.705 0.276 0.00
H -1.281 -3.342 6.299 0.00
H 1.860 2.605 -1.649 0.00
H 0.654 -2.281 -4.910 0.00
H -2.870 -3.173 1.600 0.00
H -3.023 -2.055 -0.456 0.00
H -2.820 2.866 1.650 0.00
H -1.616 -1.591 -1.389 -0.01
H -2.635 -0.163 -6.688 0.00
H 2.471 -2.904 2.802 0.00
H 2.549 2.691 1.521 0.00
```

# C6H13N

A single C6H13N molecule at a distorted geometry (ωB97M-V/def2-TZVPD, OMol25).

strongest force on any atom	2.01	eV Å⁻¹
2S+1	1
highest occupied orbital energy	-6.7	eV
gap between HOMO and LUMO	7.56	eV
E_LUMO	0.88	eV

```
20
Properties=species:S:1:pos:R:3:mulliken_charge:R:1
N -2.193 -0.336 -0.559 -0.57
C 0.750 1.473 0.314 -0.63
C 0.820 -1.142 0.242 -0.28
C 0.044 0.153 0.419 0.26
C 0.228 -2.430 0.803 -1.32
C 0.714 2.031 -1.131 -1.12
C -1.331 0.094 0.487 -0.61
H 0.442 2.219 1.049 0.45
H -1.743 -0.093 -1.427 0.30
H 1.810 1.210 0.420 0.24
H -0.131 -2.285 1.827 0.34
H 1.302 2.945 -1.029 0.36
H -0.295 2.265 -1.478 0.28
H 1.801 -0.976 0.694 0.39
H 1.137 1.354 -1.871 0.31
H 1.072 -3.087 1.030 0.40
H -0.514 -2.878 0.152 0.32
H 0.978 -1.276 -0.843 0.21
H -1.860 0.551 1.322 0.36
H -3.032 0.207 -0.421 0.31
```